The following is a DFT calculation (wB97M-V/def2-TZVPD) of a structure of composition C56H118InN6O8 at a distorted geometry.

Geometry as XYZ:
```
189
Properties=species:S:1:pos:R:3:forces:R:3:lowdin_charge:R:1
In -2.886 -1.751 2.569 0.6785 0.4727 0.0946 1.0407
O -0.969 0.097 -2.868 2.9199 -0.1283 4.1470 -0.0100
C 0.023 0.153 -1.868 -2.3713 0.9495 -4.8943 -0.1597
C -0.221 -0.120 -0.232 -3.6605 -4.3320 4.1662 -0.1592
O -1.418 -0.803 0.270 3.2076 2.7022 -2.3778 -0.2912
H 0.659 1.016 -2.069 -0.2663 0.6615 0.8087 0.1005
H 0.709 -0.673 -2.055 -0.1713 -1.2950 0.4668 0.1396
H -0.074 0.782 0.362 -0.5566 1.3020 -1.0149 0.1117
H 0.535 -0.771 0.208 0.8318 -0.0724 -1.1072 0.0738
C -0.813 4.350 -0.707 1.8562 2.0684 0.4661 0.0024
C 0.282 5.246 0.075 1.4385 -2.2460 -0.9202 -0.4710
C 1.391 5.714 -0.885 0.0989 -1.0597 -0.2587 -0.1649
C 2.349 6.747 -0.386 -1.6670 1.7073 0.9913 -0.1814
C 1.428 7.886 0.019 1.4107 1.6253 -0.2040 -0.1805
C 0.362 7.621 1.106 0.4826 0.2572 -2.6879 -0.4426
N -0.397 6.413 0.562 3.4550 2.3571 -1.6767 -0.1544
O -1.455 6.096 1.256 -3.4697 -1.1660 3.3475 -0.0193
C 0.991 7.574 2.483 -0.2120 -1.4080 1.6477 -0.0271
C -0.539 8.863 1.005 -0.4433 -0.5937 0.5354 -0.0330
C 1.001 4.256 1.071 -1.1918 1.6935 0.3786 -0.0196
H -1.189 5.064 -1.439 -0.7912 -0.1802 0.0710 0.0816
H -1.518 4.024 0.058 -0.1121 -0.2431 -0.6279 0.0493
H -0.319 3.583 -1.302 -0.0506 -0.3408 0.4353 0.0691
H 2.107 4.927 -1.123 -0.8800 -0.9120 -0.6491 0.1146
H 0.846 6.112 -1.740 0.4698 -0.0499 -0.4843 0.1250
H 2.962 7.093 -1.219 0.3890 -0.1829 0.2960 0.1226
H 2.912 6.509 0.517 0.4141 -0.6318 -0.3479 0.1076
H 1.082 8.349 -0.905 -1.1490 -0.5955 -0.1606 0.1132
H 2.021 8.756 0.301 0.3083 0.0191 0.9297 0.1211
H 0.664 6.710 3.061 -0.4823 -0.3654 -0.1598 0.0744
H 2.068 7.437 2.578 0.1932 0.4389 -0.6684 0.0828
H 0.688 8.380 3.151 0.1358 0.3478 -0.3817 0.0808
H -1.477 8.603 1.496 -0.2529 0.3583 -0.0400 0.0791
H -0.095 9.692 1.556 0.0277 -0.0446 -0.0719 0.0868
H -0.703 9.182 -0.025 -0.1634 -0.2154 0.0751 0.0846
H 1.348 3.376 0.529 -0.1078 -0.0091 0.1996 0.0623
H 0.254 4.061 1.841 0.1498 -0.6733 0.1891 0.0640
H 1.823 4.781 1.558 0.2288 -0.2228 -0.0059 0.0693
H -2.242 6.359 0.773 -0.0784 0.1679 -0.2374 0.1203
C -5.059 -4.593 -5.926 0.5653 -0.0623 0.4744 -0.0193
C -4.878 -4.409 -4.351 -1.2938 0.2535 -1.0189 -0.4523
C -4.974 -5.800 -3.662 4.2567 -0.2581 -1.5320 -0.1009
C -3.569 -6.614 -4.005 -1.0078 1.2676 1.7260 -0.1487
C -2.280 -5.810 -3.637 -2.2797 0.6999 -0.9966 -0.1397
C -2.267 -4.335 -4.297 -0.2224 -0.4941 1.2686 -0.3881
N -3.600 -3.620 -4.077 -0.7523 -1.5393 1.4849 -0.0924
O -3.684 -2.318 -4.681 0.4904 -1.5883 0.5294 -0.0156
C -1.170 -3.610 -3.341 -0.4536 -0.0036 -1.9809 -0.0264
C -1.864 -4.456 -5.821 0.7682 1.1860 1.8098 -0.0243
C -6.178 -3.713 -3.811 0.8894 0.9072 -0.2991 -0.0550
H -4.263 -4.077 -6.463 -0.1901 0.2412 -0.0135 0.0466
H -6.003 -4.249 -6.347 -0.0633 0.0424 0.3243 0.0801
H -4.913 -5.628 -6.236 -0.1877 -0.1643 0.1682 0.0705
H -5.002 -5.657 -2.582 -0.3242 -0.2368 -0.0385 0.1056
H -5.790 -6.373 -4.101 -0.1496 0.2365 0.3998 0.1120
H -3.507 -6.973 -5.033 -0.2727 0.0021 0.0719 0.0900
H -3.526 -7.437 -3.292 -0.2550 -0.5291 -0.4452 0.0903
H -1.480 -6.489 -3.933 0.5263 0.6926 -0.3585 0.1118
H -2.218 -5.746 -2.550 -0.1193 0.2898 0.0213 0.0971
H -0.986 -2.556 -3.550 -0.4386 0.1211 -0.2596 0.0420
H -1.413 -3.686 -2.282 -0.2552 -0.2684 -0.2124 0.0703
H -0.215 -4.087 -3.558 0.1014 -0.2977 0.2592 0.0640
H -2.370 -5.133 -6.509 -0.0139 -0.3285 0.6763 0.0772
H -1.941 -3.457 -6.252 0.2599 0.1006 -0.2157 0.0637
H -0.803 -4.665 -5.685 0.1386 -0.2446 -0.8838 0.0755
H -7.048 -4.290 -4.123 0.0874 -0.0150 -0.0878 0.0803
H -6.275 -2.692 -4.179 -0.0317 -0.0353 -0.3274 0.0724
H -6.226 -3.597 -2.728 0.3560 -0.3607 0.1401 0.0721
H -3.483 -2.516 -5.598 -0.0655 0.4378 -0.6407 0.0526
C -2.239 2.019 2.258 -1.2516 -1.2978 1.1986 -0.0245
C -3.071 2.377 3.556 0.8722 0.4042 -0.1930 -0.4300
C -4.357 2.971 3.060 -0.6675 -0.2569 -0.4252 -0.1920
C -5.418 3.161 4.124 0.4765 -1.2499 -0.3236 -0.1484
C -5.819 1.709 4.596 -0.0715 3.0945 -0.5456 -0.1267
C -4.600 0.961 5.153 -1.2294 -1.3497 1.3948 -0.4605
N -3.431 1.037 4.251 0.5387 0.7529 -1.0135 -0.0833
O -2.253 0.467 4.866 -1.1668 0.4766 -0.6091 -0.0900
C -4.256 1.363 6.637 0.5300 0.1882 -0.4741 -0.0146
C -5.162 -0.516 5.226 0.9844 -0.6136 0.7218 -0.0598
C -2.371 3.544 4.380 0.1146 -1.3889 -0.4424 -0.0040
H -1.209 1.713 2.444 0.2247 0.8001 -0.0995 0.0799
H -2.484 2.655 1.407 0.7382 0.5271 0.3647 0.0756
H -2.688 1.082 1.929 -0.1794 -0.2806 -0.1182 0.0166
H -4.154 3.867 2.473 0.1634 0.1373 0.1955 0.1242
H -4.783 2.257 2.355 -0.1488 -0.0773 -0.3260 0.1249
H -6.202 3.750 3.648 -0.4294 -0.2517 0.4851 0.1178
H -5.057 3.666 5.020 0.0012 0.3626 -0.1667 0.1017
H -6.342 1.188 3.794 0.3565 -0.1877 -0.1021 0.1178
H -6.590 1.993 5.312 0.1395 -1.0669 0.6905 0.1213
H -3.521 0.700 7.094 -0.3990 -0.7333 -0.0700 0.0743
H -3.695 2.290 6.746 -0.4760 0.5996 -0.4101 0.0712
H -5.136 1.410 7.279 0.0197 -0.0621 -0.1774 0.0952
H -5.452 -1.002 4.294 -0.0143 0.5640 -0.3957 0.0516
H -4.491 -1.227 5.707 0.7701 0.1394 -0.1109 0.0581
H -6.005 -0.652 5.903 -0.3826 0.7968 -0.1278 0.0916
H -1.344 3.278 4.630 -0.0597 -0.1745 0.5326 0.0767
H -2.971 3.849 5.238 0.2992 -0.1144 0.0935 0.0642
H -2.237 4.419 3.745 -0.3238 -0.0840 -0.2956 0.0800
H -2.105 1.059 5.607 0.5147 0.0807 0.4605 0.0774
C 5.679 0.059 3.677 -0.4870 0.2283 1.3350 -0.0544
C 6.212 -0.345 2.304 0.6346 -0.8786 0.7518 -0.4343
C 5.746 -1.833 1.894 -0.5333 -0.2626 0.3048 -0.0947
C 4.467 -1.973 1.059 0.2492 1.3197 -0.0692 -0.1764
C 4.354 -0.825 0.048 -0.9382 -0.4603 -0.0428 -0.1377
C 4.470 0.582 0.609 2.3125 0.2501 -0.0951 -0.4941
N 5.794 0.681 1.336 -0.1401 -3.7774 -1.9851 -0.1615
O 6.184 1.910 1.706 -0.0155 1.7041 0.2542 0.0119
C 4.627 1.560 -0.568 -1.1726 -0.0664 0.1176 -0.0199
C 3.334 0.975 1.500 -1.1485 0.7102 0.8543 -0.0355
C 7.764 -0.358 2.464 0.4510 0.4186 -1.6367 -0.0398
H 4.636 0.377 3.672 -0.1006 -0.2200 -0.0459 0.0593
H 5.795 -0.640 4.505 -0.0615 -0.7206 -0.3944 0.0853
H 6.224 0.893 4.117 0.1705 0.3661 -0.5406 0.0805
H 6.400 -2.564 1.416 1.2824 1.1728 -0.4318 0.1110
H 5.605 -2.417 2.803 -0.2357 0.4569 0.5553 0.1000
H 4.482 -2.872 0.443 -0.0621 -0.2996 0.4296 0.1140
H 3.593 -1.979 1.710 -0.0921 -0.0503 -0.1205 0.0690
H 3.349 -0.906 -0.367 -0.3917 0.1644 -0.1505 0.1022
H 4.969 -1.001 -0.835 0.5889 0.2446 0.2773 0.1261
H 5.587 1.424 -1.065 -0.2420 -0.0436 -0.0384 0.0996
H 4.465 2.610 -0.327 0.4267 0.0221 0.4408 0.0780
H 3.765 1.353 -1.203 0.1694 -0.1889 -0.6487 0.0742
H 2.321 1.079 1.110 0.0905 -0.0573 -1.0368 0.0642
H 3.551 1.993 1.823 -0.0943 0.0982 0.5229 0.0835
H 3.119 0.344 2.363 0.6372 -0.1473 0.0971 0.0697
H 8.219 -0.262 1.478 -0.2142 -0.9042 -0.5587 0.0809
H 8.278 0.531 2.829 -0.8404 0.1882 1.0896 0.0769
H 8.163 -1.249 2.948 -0.2557 0.0531 0.0913 0.0847
H 5.485 2.213 2.290 -0.0291 0.6891 0.6638 0.0859
C 1.867 -1.894 -7.431 -1.9024 -0.4726 -0.3496 -0.0237
C 2.098 -1.095 -6.189 2.3733 1.1911 1.5200 -0.5070
C 3.448 -0.300 -6.366 0.1753 0.2251 -0.8807 -0.1187
C 3.337 0.797 -7.437 0.3842 0.2658 1.0682 -0.1857
C 2.307 1.819 -7.045 0.5186 -0.5875 0.2262 -0.1631
C 0.988 1.180 -6.595 -1.3186 1.4164 -0.6035 -0.4963
N 1.094 -0.092 -5.846 -0.1812 -0.7146 0.5502 -0.0257
O -0.214 -0.716 -5.521 2.4068 1.1985 -1.3680 0.0062
C 0.319 2.198 -5.678 -1.3744 -0.0314 2.0107 -0.0399
C 0.141 1.019 -7.851 0.3256 0.1865 0.2404 -0.0166
C 2.377 -2.050 -4.989 -0.8913 -0.3070 -0.6681 -0.0242
H 0.801 -2.121 -7.448 -0.2339 -0.4346 0.1522 0.0852
H 2.379 -2.855 -7.372 0.2834 0.2586 -0.4762 0.0966
H 1.949 -1.335 -8.362 0.7951 -0.2060 0.0692 0.0756
H 3.862 0.116 -5.447 -0.5961 0.2220 0.3423 0.1187
H 4.242 -0.989 -6.655 -0.2150 -0.4227 -0.2155 0.1172
H 3.139 0.395 -8.431 0.2285 0.0126 0.0333 0.1059
H 4.175 1.494 -7.432 0.9542 -0.9722 -0.5336 0.1159
H 2.297 2.470 -7.919 -1.3145 0.0664 -0.1326 0.1284
H 2.739 2.509 -6.320 -0.1244 -0.3955 0.6838 0.1182
H 0.518 3.269 -5.703 0.7844 -0.1592 -0.7164 0.0896
H -0.770 2.201 -5.619 -0.3251 -0.4994 -0.7719 0.0859
H 0.505 1.890 -4.649 0.5903 0.1496 0.2557 0.0652
H -0.783 0.504 -7.585 0.0160 -0.0084 -0.4407 0.0878
H -0.033 2.043 -8.183 -0.3885 -0.1754 -0.3042 0.0938
H 0.756 0.515 -8.597 -0.4677 -0.2125 -0.2308 0.0767
H 3.260 -2.633 -5.247 0.0517 0.0141 0.1713 0.0845
H 1.546 -2.747 -4.883 -0.0881 -0.1351 -0.0242 0.0626
H 2.505 -1.592 -4.008 0.1570 0.4723 -0.2326 0.0735
H -0.283 -0.350 -4.636 -0.8319 0.0902 0.9068 0.0318
C -1.899 -2.826 6.098 -0.1596 0.9107 -0.6255 -0.0723
C -0.595 -3.488 5.666 0.5880 0.4379 0.6799 -0.4499
C -1.017 -4.997 5.467 1.8688 0.2047 -0.0238 -0.1301
C 0.022 -5.806 4.680 -0.4650 2.4547 -2.1474 -0.1223
C 0.335 -4.989 3.321 -0.4752 -2.0064 0.5842 -0.1255
C 0.898 -3.605 3.511 1.0100 0.7547 1.2754 -0.4949
N -0.167 -2.894 4.324 -0.5348 0.4184 0.0649 -0.0414
O -0.071 -1.383 4.299 -0.3961 -2.5015 0.1840 -0.0892
C 2.353 -3.574 4.136 -0.8206 -0.4391 1.1099 -0.0129
C 1.026 -2.873 2.197 0.3398 -0.8305 -1.2815 -0.0665
C 0.437 -3.330 6.855 0.0450 -0.5719 -0.5596 -0.0201
H -2.287 -3.169 7.057 0.1297 -0.3755 -0.1547 0.1004
H -2.602 -3.045 5.295 -0.4758 -0.0788 0.1629 0.0298
H -1.871 -1.738 6.150 0.4026 0.0554 0.0247 0.0655
H -1.027 -5.446 6.460 -0.7003 0.1975 0.1598 0.1211
H -1.983 -5.033 4.963 0.0026 -0.1035 0.1738 0.1143
H -0.354 -6.782 4.374 0.1968 -0.0584 0.3626 0.1105
H 0.980 -5.842 5.199 -0.1319 -0.4051 0.1428 0.1036
H -0.482 -4.838 2.615 -0.9137 -0.2168 0.6004 0.1076
H 0.885 -5.742 2.757 1.1488 0.6768 -0.1891 0.1191
H 3.052 -4.251 3.644 0.0739 0.7331 -0.9343 0.0944
H 2.662 -2.543 4.304 0.5035 0.0783 -0.7790 0.0778
H 2.496 -3.968 5.142 -0.9335 -0.1820 0.2671 0.0529
H 1.739 -3.393 1.558 1.0518 0.1010 0.5468 0.0916
H 0.238 -3.056 1.466 -1.1900 0.7863 0.6231 0.0785
H 1.324 -1.833 2.329 -0.2459 -0.1051 -0.2906 0.0738
H 1.314 -3.972 6.772 -0.1126 -0.1531 -0.2527 0.0567
H -0.026 -3.631 7.795 -0.2663 0.0954 -0.0564 0.0818
H 0.849 -2.333 7.010 -0.3711 0.2565 -0.2994 0.0811
H 0.816 -1.127 4.562 0.4552 -0.1264 0.3360 0.0768
```
Forces are in eV/Å.

Properties
Energy above the lowest of the compared OMol25 structures with the same formula, charge and spin, kJ/mol: 365.36
Total charge: +1
Highest occupied orbital energy, eV: -9.85
E_LUMO, hartree: -0.246
HOMO-LUMO gap, eV: 3.14
Molar mass, g mol⁻¹: 1118.41